Run P
This record from the OMol25 dataset describes the molecule C8H12FN. The level of theory is ωB97M-V with the def2-TZVPD basis set.

Properties
- highest occupied orbital energy (eV) = -8.213

Structure (ORCA input):
```
! wB97M-V def2-TZVPD RIJCOSX def2/J DEFGRID3
* xyz 0 1
C -0.975 1.087 -0.527
C -1.875 0.120 -0.268
C -0.299 -1.599 0.085
C 0.481 0.931 -0.698
C 1.195 -0.179 0.067
C -3.262 0.384 0.265
C 2.260 -0.950 -0.714
C 1.618 0.245 1.474
N -1.447 -1.177 -0.047
F 0.047 -2.836 -0.045
H -1.220 2.140 -0.810
H 0.837 0.669 -1.786
H 0.823 1.970 -0.513
H -3.317 1.337 0.649
H -3.641 -0.253 0.992
H -4.035 0.447 -0.563
H 3.224 -0.483 -0.925
H 1.986 -1.105 -1.773
H 2.611 -1.821 -0.175
H 0.672 0.235 2.056
H 1.857 1.211 1.294
H 2.459 -0.371 1.963
*
```

---

Run Q
This record from the OMol25 dataset describes the molecule C8H12FN. The level of theory is ωB97M-V with the def2-TZVPD basis set.

Properties
- SMILES string = CC(C)[C@H]1N=CC=C[C@H]1F
- highest occupied orbital energy (eV) = -9.153

Structure (ORCA input):
```
! wB97M-V def2-TZVPD RIJCOSX def2/J DEFGRID3
* xyz 0 1
C -0.255 -2.545 -1.220
C 0.040 -2.538 0.068
C -0.817 -1.292 -1.841
C 0.036 -1.452 1.025
C -0.504 -0.054 0.125
C -0.064 2.170 -0.791
C 0.578 1.734 1.547
C 0.507 1.114 0.138
N -0.854 -0.145 -1.248
F 1.265 -1.125 1.497
H -0.162 -3.452 -1.854
H 0.631 -3.406 0.469
H -0.951 -1.432 -2.902
H -0.536 -1.680 1.985
H -1.313 0.391 0.653
H -0.098 1.789 -1.817
H 0.291 3.185 -0.854
H -1.110 2.195 -0.472
H -0.477 1.925 1.821
H 1.089 2.705 1.520
H 1.273 1.131 2.319
H 1.432 0.783 -0.168
*
```

---

Among the structures above, stability is greatest for run Q.